1.
This record from OMol25 describes 3 unconnected molecules or ions with the total composition C3H11NO3 in a non-equilibrium geometry. The level of theory is ωB97M-V/def2-TZVPD.

Summary:
Molecular weight, g mol⁻¹: 109.125
LUMO, eV: 0.76
Highest occupied orbital energy, eV: -10.1805
SMILES: CCC(N)=O.O.O
Maximum force, hartree/bohr: 0.0372

Structure (XYZ):
```
18
Properties=species:S:1:pos:R:3:forces:R:3:nbo_charge:R:1
C 1.3182 1.1185 -1.2897 -1.2 0.5 0.8 -0.5974
C 0.2732 0.4101 -0.3690 1.8 -0.7 -0.2 -0.5059
C 0.1144 -1.0533 -0.8083 -0.7 -0.6 -0.4 0.6861
N 1.2216 -1.7493 -1.1703 1.7 0.1 0.1 -0.8251
O -0.9725 -1.6195 -0.8992 -0.1 0.7 0.3 -0.6504
H 2.1626 0.4780 -1.4623 0.3 -0.1 -0.5 0.1958
H 1.6977 2.0161 -0.8110 -0.1 0.1 0.1 0.2189
H 0.7869 1.4413 -2.1904 0.5 -0.3 -0.2 0.2144
H 0.6427 0.4289 0.6743 -0.4 0.0 -0.4 0.2498
H -0.6794 0.9108 -0.4343 -0.3 0.0 0.2 0.2393
H 2.1622 -1.4773 -0.9433 -0.2 0.7 0.1 0.3849
H 1.2777 -2.6134 -1.6812 -1.2 -0.2 0.2 0.4083
H -1.5777 2.0329 2.9021 0.2 0.1 0.0 0.4620
H -1.3239 0.9089 1.9360 0.3 0.1 0.4 0.4940
O -0.8769 1.6818 2.3409 -0.4 -0.1 -0.1 -0.9789
H -2.2919 -1.4521 1.9923 0.1 0.3 -0.1 0.4848
H -1.8227 -0.8547 0.6565 -0.2 -0.2 0.0 0.5030
O -2.1122 -0.6076 1.5568 -0.1 -0.5 -0.3 -0.9836
```
Positions in Å, forces in eV/Å.

2.
This record from OMol25 describes a molecular structure, C34H60Cl10O12S2 in a non-equilibrium geometry. The level of theory is ωB97M-V/def2-TZVPD.

Summary:
Molecular weight, g mol⁻¹: 1079.506
LUMO, eV: -0.18
Highest occupied orbital energy, eV: -7.7764
Maximum force, hartree/bohr: 0.2691

Structure (XYZ):
```
118
Properties=species:S:1:pos:R:3:forces:R:3:lowdin_charge:R:1
C 1.2542 -0.7350 -5.8949 -0.3 0.2 -1.3 -0.2036
C 0.7158 -0.2402 -7.2568 -0.5 0.7 -0.4 -0.2305
C 0.0289 1.0984 -6.9629 -0.4 -0.5 0.5 -0.2225
S -1.0679 0.6208 -5.5826 0.1 -0.1 -0.6 0.6655
O -2.1887 -0.1666 -6.0672 0.7 0.5 0.2 -0.3219
O -1.3024 1.7930 -4.7690 0.0 -0.3 0.1 -0.3631
C 0.1508 -0.5337 -4.8409 0.3 0.9 -0.4 -0.2174
H 2.1104 -0.0806 -5.7253 0.1 -0.2 0.5 0.1091
H 1.6078 -1.7564 -6.0210 -0.1 -0.1 0.4 0.1045
H -0.0558 -0.8812 -7.6890 0.1 -0.3 0.2 0.1135
H 1.4602 -0.1027 -8.0411 0.3 -0.2 0.3 0.1122
H -0.5440 1.5323 -7.7791 -0.2 -0.2 0.0 0.1060
H 0.6780 1.8724 -6.5513 0.2 -0.1 0.0 0.1006
H -0.3977 -1.4241 -4.5529 0.1 0.0 0.2 0.0582
H 0.5703 0.0455 -4.0208 -0.3 -0.4 0.5 0.0871
C 0.0014 0.0087 1.3820 -0.6 -0.4 -0.4 -0.2323
C -0.2270 1.2635 0.5123 0.4 -0.8 -0.3 -0.1634
C -1.4384 1.0282 -0.3838 5.5 -7.3 -4.6 -0.2855
S -1.4616 -0.8120 -0.6556 2.5 1.4 -1.0 0.7154
O -1.1391 -1.0775 -2.0359 0.3 -0.9 -0.8 -0.3524
O -2.6787 -1.4046 -0.1478 0.2 -0.7 0.4 -0.3517
C -0.0590 -1.2199 0.4540 -1.3 0.8 -0.2 -0.1987
H -0.8336 -0.0907 2.0840 0.8 -0.2 0.0 0.0149
H 0.9466 0.0261 1.9204 0.0 0.1 0.1 0.0895
H 0.6767 1.3695 -0.0888 -0.1 0.4 -0.1 0.0663
H -0.3535 2.1512 1.1282 0.1 0.1 0.0 0.1096
H -1.4725 1.4851 -1.3643 0.4 -0.1 -0.2 0.1104
H -2.3581 1.1079 0.1966 5.8 -6.7 -8.0 -0.1437
H 0.8458 -1.2478 -0.1455 0.0 -0.5 -0.1 0.0685
H -0.3999 -2.1238 0.9483 0.5 -0.1 -0.1 0.0621
O 0.3674 -5.6132 5.1017 0.4 0.1 -0.3 0.1080
C 0.8939 -4.9232 4.2659 -0.1 -1.0 1.3 -0.4978
O 0.1638 -4.2243 3.4053 0.1 0.7 -0.5 0.0284
C 0.9961 -3.3475 2.6315 -0.5 0.2 -0.5 -0.1876
C 2.4431 -3.5400 3.0924 0.1 0.8 -0.1 -0.1397
C 2.3969 -4.7402 4.0370 -0.9 -0.2 -0.7 -0.0491
H 0.6560 -2.3175 2.7596 0.0 -0.2 0.4 0.0428
H 0.7974 -3.5428 1.5741 0.4 -0.5 0.1 0.0962
H 2.7433 -2.5999 3.5568 0.2 -0.3 0.3 0.0935
H 3.0643 -3.6157 2.2004 0.2 -0.4 0.2 0.1044
H 2.8884 -4.7124 5.0030 0.2 0.3 -0.1 0.1235
H 2.7215 -5.6441 3.5178 0.1 -0.1 0.1 0.1266
O 3.3897 -0.6307 2.1485 -0.1 -0.2 -0.1 0.0989
C 3.8048 -0.2384 1.0959 0.6 0.4 0.1 -0.4570
O 3.0218 -0.1096 0.0111 -0.6 -0.3 -0.2 0.0039
C 3.7554 0.4161 -1.0884 0.3 0.0 -1.2 -0.1676
C 5.2104 0.1960 -0.7541 0.9 1.5 0.4 -0.1425
C 5.2088 0.2777 0.7603 -0.8 -0.9 0.8 -0.0599
H 3.4856 1.4611 -1.2574 0.1 0.1 0.5 0.0898
H 3.5421 -0.0684 -2.0456 -0.6 -0.4 0.4 0.1280
H 5.7935 1.0173 -1.1767 0.2 -0.3 -0.2 0.1211
H 5.6294 -0.7529 -1.0797 -0.3 -0.1 -0.1 0.1235
H 5.2221 1.2617 1.2369 0.3 0.2 -0.5 0.1217
H 5.9403 -0.3441 1.2719 0.1 0.0 -0.1 0.1299
O -3.3729 3.4146 -1.3783 4.3 5.3 10.5 0.0447
C -3.5330 2.6333 -0.4775 -1.7 1.6 1.7 -0.4389
O -2.5351 2.2601 0.3077 -4.9 12.0 4.8 -0.0183
C -2.9353 1.1903 1.1803 -5.7 0.1 8.0 -0.1919
C -4.2397 0.6852 0.5486 -0.4 -0.4 0.9 -0.0970
C -4.8316 1.9483 -0.0665 -0.1 -0.6 0.5 -0.0495
H -3.1065 1.6075 2.1789 -0.4 0.5 -0.1 0.1644
H -2.1674 0.4288 1.3046 -1.1 0.3 1.1 0.0857
H -4.8030 0.1520 1.3180 -0.3 0.4 0.0 0.1355
H -4.0221 -0.0719 -0.2061 -0.1 0.6 0.1 0.0673
H -5.4367 2.5640 0.6014 0.4 0.1 0.3 0.1411
H -5.5093 1.7454 -0.8919 0.2 -0.3 0.1 0.1044
O 4.1034 2.3694 7.5225 -0.1 -0.2 -0.5 0.1160
C 3.9047 2.2733 6.3409 0.9 1.2 0.8 -0.4865
O 3.1220 1.3369 5.8043 -0.6 -0.5 -0.3 0.0386
C 2.9993 1.5588 4.3975 -0.4 0.0 -1.0 -0.2101
C 4.2333 2.3116 4.0080 0.4 0.9 -0.4 -0.1821
C 4.4542 3.2017 5.2378 -0.3 -1.3 -0.4 -0.0528
H 2.1270 2.1730 4.1428 -0.2 0.0 0.5 0.1238
H 2.8755 0.6468 3.8223 0.1 -0.3 0.6 0.0725
H 4.0744 2.9089 3.1077 0.0 -0.1 -0.1 0.0780
H 5.0821 1.6485 3.8287 0.0 -0.1 0.2 0.1190
H 3.7902 4.0647 5.1859 0.2 0.2 0.1 0.1282
H 5.5038 3.4515 5.3457 -0.1 0.3 0.5 0.1214
Cl -6.4959 2.1655 -4.0605 -0.2 -0.1 -0.4 0.5295
C -4.8702 2.9226 -4.0525 0.0 -0.2 0.6 -0.5867
C -4.1550 2.5166 -2.7724 -3.9 -1.8 -6.8 -0.7028
Cl -3.7251 0.8047 -2.7775 0.1 0.0 0.1 0.7978
H -5.0515 3.9957 -4.0029 0.0 0.0 -0.1 0.0740
H -4.3009 2.6922 -4.9478 -0.2 -0.2 -0.1 0.0689
H -4.8164 2.7340 -1.9327 -0.9 -0.9 -2.4 0.0473
H -3.3196 3.1980 -2.5902 0.6 -1.8 -4.5 0.0368
Cl -0.3949 -4.3605 -4.4671 0.0 0.0 0.0 0.5939
C 0.5205 -4.5477 -2.9550 0.5 -0.4 0.3 -0.6574
C 1.4684 -3.3917 -2.7872 -0.3 1.2 -0.3 -0.6730
Cl 2.3297 -3.5148 -1.2333 0.3 -0.2 0.0 0.5976
H 1.1240 -5.4559 -2.9875 -0.2 -0.1 -0.3 0.0719
H -0.1621 -4.6740 -2.1188 -0.2 0.4 -0.1 0.0731
H 0.9831 -2.4139 -2.7668 -0.4 -0.3 0.2 0.0338
H 2.1626 -3.3070 -3.6235 0.3 -0.5 0.2 0.0721
Cl 2.1841 3.6971 0.9458 0.3 0.1 -0.2 0.5936
C 2.4770 4.8858 -0.3713 0.9 0.3 0.3 -0.6267
C 1.3841 4.8201 -1.3948 -0.3 0.0 0.0 -0.6251
Cl 1.3460 3.2474 -2.2603 -0.1 0.2 0.2 0.5848
H 3.4848 4.7509 -0.7663 -0.2 -0.6 -0.2 0.0728
H 2.5667 5.8563 0.1180 -0.6 0.1 -0.1 0.0750
H 1.4695 5.5716 -2.1752 0.2 0.1 0.1 0.0745
H 0.4469 4.9785 -0.8628 -0.2 -0.3 -0.3 0.0735
Cl 0.3335 -0.5589 4.7760 -0.4 0.3 0.0 0.6548
C -1.2112 0.3616 4.5301 0.6 -0.4 -0.1 -0.5754
C -2.3887 -0.5848 4.5620 0.3 -0.3 0.6 -0.5900
Cl -2.2977 -1.8096 3.2697 -0.2 0.1 0.0 0.7072
H -1.1274 0.8500 3.5622 0.0 0.2 0.2 0.0361
H -1.2144 1.0961 5.3299 -0.3 0.0 0.0 0.0794
H -3.3436 -0.0694 4.4862 0.0 0.1 -0.1 0.0773
H -2.3651 -1.1688 5.4798 -0.1 0.2 0.1 0.0709
Cl -4.6854 -4.7920 2.2009 0.0 0.3 -0.3 0.5147
C -4.7549 -3.2013 1.3366 0.3 0.0 1.0 -0.6879
C -5.1771 -3.3195 -0.0952 0.8 0.1 0.0 -0.6807
Cl -6.7595 -4.0969 -0.2882 0.1 0.2 -0.2 0.5511
H -3.7534 -2.7816 1.3993 -0.1 -0.2 -0.3 -0.0223
H -5.3596 -2.5648 1.9804 -0.4 -0.1 -0.3 0.0633
H -4.3892 -3.8712 -0.6087 -0.4 -0.4 -0.1 0.0785
H -5.1443 -2.3336 -0.5588 -0.4 0.0 0.1 0.0646
```
Positions in Å, forces in eV/Å.

3.
This record from OMol25 describes C5H11NO in the gas phase in a non-equilibrium geometry. The level of theory is ωB97M-V/def2-TZVPD.

Summary:
Molecular weight, g mol⁻¹: 101.149
LUMO, eV: 0.89
Highest occupied orbital energy, eV: -8.7569
SMILES: CCN(C)C(C)=O
Maximum force, hartree/bohr: 0.0768

Structure (XYZ):
```
18
Properties=species:S:1:pos:R:3:forces:R:3:nbo_charge:R:1
C 1.5367 -1.1290 -1.3534 0.1 0.1 0.0 -0.6194
C 0.9935 -1.0981 0.0704 0.4 0.0 0.2 -0.2104
N -0.0956 -0.1753 0.2820 1.0 0.7 0.7 -0.4654
C -1.1709 -0.6226 1.2439 1.3 0.4 -1.4 -0.4924
C 0.0149 1.1605 0.0444 0.4 0.1 0.2 0.6811
O 1.1042 1.6795 -0.1276 -0.1 0.3 -0.5 -0.6230
C -1.2776 1.9740 -0.0304 0.1 0.0 0.1 -0.7191
H 2.3722 -1.8344 -1.4029 -0.1 0.1 0.0 0.2131
H 1.9005 -0.1436 -1.6474 0.0 -0.1 0.0 0.2350
H 0.7811 -1.4573 -2.0773 0.0 0.1 0.2 0.2028
H 1.7637 -0.8204 0.7896 0.5 -0.3 0.0 0.1973
H 0.6214 -2.0991 0.3319 0.1 0.3 0.0 0.1927
H -0.7897 -1.4574 1.8532 -0.4 0.0 -0.8 0.2125
H -1.3936 0.1823 1.9726 -0.6 -0.4 -0.9 0.2142
H -1.6063 -0.7807 0.2364 -3.1 -1.1 2.2 0.2858
H -1.3250 2.4512 -1.0157 0.1 -0.1 0.2 0.2440
H -1.2363 2.7751 0.7117 0.0 -0.1 -0.1 0.2364
H -2.1932 1.3952 0.1188 0.2 0.1 0.0 0.2146
```
Positions in Å, forces in eV/Å.

4.
This record from OMol25 describes C13H20BNO4S in the gas phase in a non-equilibrium geometry. The level of theory is ωB97M-V/def2-TZVPD.

Summary:
Molecular weight, g mol⁻¹: 297.185
LUMO, eV: 0.31
Highest occupied orbital energy, eV: -8.4851
SMILES: COc1ccc(C[C@H](NC(=O)[C@H](C)CS)B(O)O)cc1
Maximum force, hartree/bohr: 0.0456

Structure (XYZ):
```
40
Properties=species:S:1:pos:R:3:forces:R:3:nbo_charge:R:1
O -0.6724 -1.5975 -0.6991 -1.5 -0.2 -0.7 -0.6584
O -3.2698 -1.9583 0.2622 -1.9 -0.5 1.3 -0.8955
O -4.0306 -1.9987 2.5700 1.2 1.0 -0.7 -0.9108
O 0.2488 2.6157 -3.1291 -1.0 -0.5 1.2 -0.4922
S 2.8379 0.5496 0.6516 0.4 -0.4 -0.2 -0.0352
B -3.0646 -1.6619 1.5725 0.9 -0.6 -0.8 1.1279
C 0.1615 -1.5215 0.1784 0.1 0.0 -0.3 0.7013
C -1.6063 1.7635 -1.8353 0.5 -0.4 -1.0 -0.2403
C 0.4405 2.1789 -0.7071 -0.1 0.2 -0.9 -0.2698
C -2.1339 1.2176 -0.6683 -1.1 0.5 -1.3 -0.1758
C -0.1153 1.6527 0.4245 0.1 -0.2 1.7 -0.2171
C -0.2718 2.2089 -1.8931 -1.4 -0.2 -0.5 0.2786
C -1.4098 1.1798 0.4810 0.0 0.1 1.1 -0.0458
N -0.1739 -1.1801 1.4452 -1.3 -0.1 0.4 -0.6176
C 1.6423 2.6534 -3.1062 1.1 -1.0 0.0 -0.2482
C 2.3875 -2.5395 0.8140 0.1 -0.6 0.6 -0.6093
C 2.3424 -0.5788 -0.6711 -0.3 -0.5 -1.6 -0.5290
C -1.9871 0.6104 1.7643 1.3 0.1 0.0 -0.4236
C 1.5761 -1.8519 -0.2736 1.1 -0.4 1.5 -0.3194
C -1.6161 -0.8882 1.8619 -0.4 -0.9 1.8 -0.3817
H -2.4416 -1.8297 -0.1905 1.0 0.3 -0.8 0.5220
H -3.9895 -1.6804 3.5007 0.4 -0.2 -1.4 0.5047
H 3.9985 -0.0924 0.8742 -0.1 0.2 0.2 0.1289
H -2.1581 1.7095 -2.7779 0.0 0.2 0.4 0.2253
H 1.4194 2.5623 -0.7024 1.1 0.3 0.3 0.2181
H -3.1590 0.8348 -0.6630 0.3 0.1 -0.2 0.2203
H 0.4742 1.5582 1.3468 -0.1 0.4 -0.5 0.2108
H 0.5576 -0.8749 2.0911 -0.5 -0.3 -0.4 0.4085
H 1.9936 3.5346 -2.5925 0.3 0.3 0.4 0.1712
H 2.0563 2.6910 -4.1116 -0.4 0.0 -0.2 0.1967
H 2.0312 1.7165 -2.6199 -0.1 0.9 -0.4 0.1688
H 2.3840 -1.9461 1.7360 0.0 -0.3 -0.1 0.2036
H 3.4279 -2.6198 0.5029 0.1 0.0 -0.1 0.2065
H 2.0440 -3.5618 1.0360 -0.1 0.4 0.0 0.2205
H 3.2066 -0.8334 -1.3136 -0.1 0.0 0.7 0.2294
H 1.7052 -0.0641 -1.3782 -0.2 0.6 0.1 0.2402
H -1.5659 1.1410 2.6296 -0.1 0.1 -0.2 0.2084
H -3.0666 0.7420 1.7910 -0.1 0.0 0.0 0.2217
H 1.4832 -2.5893 -1.1023 -0.1 1.0 0.2 0.2478
H -1.6867 -1.2518 2.9006 1.0 0.8 0.4 0.2083
```
Positions in Å, forces in eV/Å.